# 1
{"formula": "C32H47F4N5O12", "method": "wB97M-V/def2-TZVPD", "multiplicity": 1, "homo_energy_ev": -9.5, "e_lumo_ev": -0.14, "species": ["C", "C", "C", "C", "N", "H", "H", "H", "H", "H", "H", "H", "C", "C", "C", "C", "N", "H", "H", "H", "H", "H", "H", "H", "C", "C", "C", "C", "N", "H", "H", "H", "H", "H", "H", "H", "C", "C", "C", "C", "N", "H", "H", "H", "H", "H", "H", "H", "C", "C", "C", "C", "N", "H", "H", "H", "H", "H", "H", "H", "C", "C", "O", "C", "O", "O", "F", "H", "H", "H", "C", "C", "O", "C", "O", "O", "F", "H", "H", "H", "C", "C", "O", "C", "O", "O", "F", "H", "H", "H", "C", "C", "O", "C", "O", "O", "F", "H", "H", "H"], "positions_angstrom": [[-0.3538, -4.6695, 0.1168], [-1.7267, -5.1702, 0.1011], [-2.7746, -4.1350, -0.4458], [-4.1149, -4.7033, -0.1712], [-5.1334, -5.2090, 0.0316], [0.3377, -5.4032, 0.5310], [-0.2120, -3.7474, 0.6804], [0.0057, -4.4931, -0.8970], [-1.9978, -5.4280, 1.1249], [-1.7603, -6.0613, -0.5257], [-2.5624, -3.9623, -1.5009], [-2.6961, -3.1668, 0.0485], [4.9061, -1.8108, 0.0853], [4.1806, -2.0089, -1.2613], [2.6940, -1.5628, -1.2524], [1.7239, -2.4991, -0.6596], [0.9522, -3.1872, -0.1416], [4.3894, -2.0207, 1.0218], [5.0919, -0.7371, 0.0578], [5.8928, -2.2621, 0.1900], [4.1285, -3.0785, -1.4649], [4.7452, -1.6016, -2.1000], [2.3735, -1.2110, -2.2331], [2.5736, -0.7400, -0.5477], [-0.1372, 2.9129, 1.6282], [-1.3222, 1.8992, 1.2550], [-1.5685, 0.8793, 2.3502], [-1.6324, 1.4018, 3.7006], [-1.7150, 1.8983, 4.7585], [-0.2380, 3.3332, 2.6288], [-0.0302, 3.7029, 0.8847], [0.8289, 2.4095, 1.5936], [-1.1368, 1.3545, 0.3293], [-2.1855, 2.4896, 0.9482], [-0.8122, 0.0954, 2.3102], [-2.5660, 0.4724, 2.1844], [1.6308, 1.3695, -2.7705], [1.5044, 1.1188, -4.2858], [1.7191, 2.4776, -5.0256], [0.6953, 3.5213, -4.9227], [-0.1236, 4.3203, -4.7707], [0.7572, 1.9227, -2.4255], [2.5386, 1.8803, -2.4496], [1.7182, 0.3879, -2.3047], [0.4425, 0.9200, -4.4298], [2.1047, 0.3674, -4.7987], [1.7749, 2.3737, -6.1092], [2.6008, 2.9523, -4.5951], [-3.5150, -1.4678, 0.9017], [-3.4933, -2.6127, 1.8913], [-3.3711, -2.0996, 3.3318], [-2.1451, -1.3597, 3.7094], [-1.2121, -0.7856, 4.0441], [-2.7469, -0.7128, 1.0696], [-4.4675, -0.9413, 0.9615], [-3.5297, -1.8207, -0.1295], [-2.6665, -3.2988, 1.7077], [-4.3133, -3.3301, 1.8578], [-3.3371, -2.9188, 4.0501], [-4.2048, -1.4522, 3.6039], [-5.3750, 2.1049, 0.2366], [-4.8070, 1.2245, 1.3173], [-3.6069, 0.8253, 0.8326], [-3.6890, 0.8048, -0.4818], [-2.9860, 0.2565, -1.2634], [-4.7973, 1.5720, -0.8688], [-5.5830, 0.1502, 1.4171], [-4.9213, 3.0945, 0.2912], [-6.4626, 2.1613, 0.1907], [-4.6621, 1.7361, 2.2688], [-0.7426, -0.9807, -1.3270], [-1.2122, -0.7569, 0.1214], [-0.0529, -0.0870, 0.6824], [0.7321, 0.2965, -0.3350], [1.8085, 0.8827, -0.2465], [0.2677, -0.0513, -1.5378], [-1.4594, -1.9224, 0.7087], [-1.5860, -0.9025, -2.0131], [-0.4797, -2.0295, -1.4652], [-2.0079, -0.0171, 0.2093], [1.7377, 2.9891, -1.0265], [1.8061, 3.8607, 0.1645], [2.9823, 4.4853, 0.0265], [3.1953, 4.6405, -1.2126], [4.0444, 5.3574, -1.7363], [2.4292, 3.7963, -1.9618], [1.7869, 2.9950, 1.1922], [0.7102, 2.6761, -1.2116], [2.1236, 1.9874, -0.8371], [0.8713, 4.4206, 0.1389], [3.4599, 1.0258, 1.0108], [4.7661, 1.7978, 1.1859], [5.6262, 0.9511, 1.8364], [4.9829, -0.2003, 2.1180], [5.4347, -1.1416, 2.7812], [3.8206, -0.2156, 1.5360], [4.4682, 2.8190, 1.9383], [3.0105, 0.9175, 0.0236], [2.6842, 1.5318, 1.5857], [5.1738, 2.1527, 0.2393]], "forces_ev_per_angstrom": [[-2.3, -2.1, 0.7], [-1.5, -0.6, -0.1], [0.5, -1.2, 0.4], [-0.2, -0.1, -0.8], [0.7, 0.4, 0.0], [0.1, -0.1, 0.2], [-2.2, -2.1, 0.6], [-0.8, -0.5, -0.1], [-0.3, -0.3, 0.0], [-0.5, -0.2, 0.1], [-0.5, -0.2, -0.2], [0.1, -1.3, -0.7], [0.7, 0.4, -1.3], [-0.4, -2.1, 0.7], [0.6, 0.2, 0.6], [0.9, -0.4, -0.5], [7.5, 6.1, -1.3], [-0.2, -0.7, -1.0], [0.5, -0.3, 0.0], [-0.1, -0.4, -0.6], [0.2, -0.2, -0.2], [-0.2, 0.4, 0.2], [0.0, -0.4, 0.0], [0.8, -0.5, -0.7], [-5.4, -2.9, 0.7], [0.6, 3.3, 0.3], [-0.4, 1.1, -0.2], [0.0, 2.5, 2.6], [0.0, -0.8, -2.5], [-0.5, 0.1, -0.1], [-1.6, -0.5, 0.8], [-5.5, -2.5, 2.0], [0.0, 1.4, 0.4], [-0.3, 0.3, 0.8], [-0.6, 0.9, 0.5], [1.1, -0.3, 0.8], [1.9, -1.9, -2.8], [-1.2, 2.3, -0.1], [0.1, 0.3, -0.3], [-1.0, 0.0, 1.1], [0.5, -0.4, -0.2], [0.4, -0.9, -1.2], [0.0, -0.2, -1.4], [0.4, 1.4, -1.1], [0.0, -0.7, -0.3], [0.2, 0.0, 0.5], [0.7, -0.4, 0.0], [0.4, -0.1, -0.5], [-3.3, -1.1, 0.7], [0.5, -0.4, 1.1], [0.4, 0.1, 0.6], [-0.5, -0.9, -0.1], [0.4, -2.0, 1.1], [-2.2, -2.2, 1.0], [0.8, -1.8, 0.2], [0.2, 0.2, 0.1], [0.2, 0.3, 0.5], [-0.6, 0.6, -0.1], [-0.5, -0.2, -0.1], [-0.2, 0.0, 0.0], [0.2, 1.8, 1.3], [-1.4, 2.6, 1.3], [-0.4, 2.3, -1.6], [-2.8, 1.9, -2.9], [-1.2, 1.1, -0.4], [2.1, -2.6, -2.3], [-2.3, -0.4, 1.2], [-0.5, 0.5, 0.7], [0.2, -0.3, 0.0], [-0.1, -0.3, 0.2], [-2.9, -1.9, -0.1], [2.7, 0.5, -1.9], [2.9, -1.8, -2.0], [0.5, -0.2, 0.1], [-10.9, -5.0, 0.2], [-1.7, -1.5, 1.7], [3.6, 0.1, 0.2], [0.6, 0.8, 0.0], [0.9, 0.3, 0.3], [1.6, -1.2, -0.1], [-0.2, 2.2, 0.7], [-1.7, -1.9, -1.7], [0.9, 1.8, 4.1], [3.8, 1.9, -6.2], [-2.1, -1.6, 1.6], [-0.4, 0.7, -0.2], [10.0, 4.7, -1.1], [-0.1, 1.5, 0.0], [1.1, 3.3, -1.0], [1.1, 1.4, 0.6], [3.8, 0.9, 1.5], [-1.1, -0.9, -2.1], [1.1, -0.5, 0.5], [1.9, -2.6, 3.0], [-1.0, 3.0, -1.8], [-2.7, -0.2, 1.6], [0.1, 2.9, 2.0], [5.0, -0.1, 1.4], [0.9, -1.1, 0.4], [0.5, 0.0, 0.1]], "mulliken_charge": [-0.619, -0.740, -0.602, -0.124, -0.608, 0.276, 0.080, 0.414, 0.383, 0.502, 0.713, -0.398, -0.681, -1.174, 1.282, 0.624, -0.633, 0.428, -0.040, 0.402, 0.461, 0.458, 0.361, -1.253, -1.099, 0.125, 0.348, 0.675, -0.840, 0.464, -0.174, 0.103, -0.150, 0.598, 0.829, 0.143, 0.133, -0.774, -0.516, 0.229, -0.552, 0.092, 0.784, -0.599, 0.333, 0.462, 0.489, 0.282, -1.023, -0.425, -1.033, 0.315, -0.639, -1.181, 1.094, 0.654, 0.050, 0.592, 0.556, 0.446, -0.805, 0.204, -0.049, -0.243, -0.283, -0.463, -0.333, 0.347, 0.464, 0.438, -1.667, 1.167, -0.615, -0.026, -0.637, -0.262, -0.333, 0.792, 0.228, 1.333, 1.006, -0.302, -0.301, 0.212, -0.620, -0.463, -0.451, 0.548, -0.825, 0.790, 0.885, 0.427, -0.351, 0.647, -0.594, -0.677, -0.347, 0.463, 0.021, 0.370]}

***

# 2
{"formula": "C32H47N10O5PRuS3", "method": "wB97M-V/def2-TZVPD", "charge": -1, "s2": 0.83, "multiplicity": 2, "homo_energy_ev": [-4.2, -4.2], "e_lumo_ev": [1.82, 2.06], "species": ["Ru", "C", "N", "C", "C", "N", "C", "C", "C", "C", "C", "C", "N", "C", "N", "C", "C", "C", "C", "C", "C", "N", "H", "H", "H", "H", "H", "H", "H", "H", "H", "H", "H", "H", "H", "H", "H", "O", "P", "N", "C", "C", "C", "C", "N", "C", "C", "C", "C", "N", "C", "C", "C", "C", "H", "H", "H", "H", "H", "H", "H", "H", "H", "H", "H", "H", "H", "H", "H", "H", "H", "H", "H", "H", "H", "H", "H", "H", "S", "O", "S", "O", "O", "O", "S", "C", "N", "C", "C", "C", "N", "H", "H", "H", "H", "H", "H", "H", "H"], "positions_angstrom": [[0.5848, 0.3952, 0.0773], [-1.4926, -1.5676, 2.0672], [-1.5282, -0.7885, 0.8499], [-2.8224, -0.3512, 0.3847], [-2.6474, 0.9457, -0.3421], [-1.5335, 1.6157, -0.4050], [-1.8170, 2.8014, -1.0362], [-1.0010, 3.8893, -1.3245], [-1.5974, 4.9987, -1.8900], [-2.9639, 5.0307, -2.1771], [-3.7846, 3.9473, -1.9248], [-3.1943, 2.8329, -1.3499], [-3.6918, 1.6286, -0.9066], [-0.0996, -1.5087, 2.6146], [0.6578, -0.4368, 2.4349], [1.6020, -0.4583, 3.4310], [2.6060, 0.4484, 3.7434], [3.3966, 0.1844, 4.8502], [3.1938, -0.9464, 5.6345], [2.1676, -1.8398, 5.3632], [1.3721, -1.5779, 4.2659], [0.2222, -2.1651, 3.7840], [-1.7857, -2.6130, 1.8980], [-2.1505, -1.0986, 2.8148], [-1.0652, -1.3549, 0.1307], [-3.4797, -0.1621, 1.2474], [-3.3218, -1.0913, -0.2655], [0.0520, 3.8471, -1.0933], [-0.9990, 5.8683, -2.1204], [-3.3926, 5.9232, -2.6099], [-4.8394, 3.9773, -2.1549], [-4.6427, 1.3064, -0.9791], [2.7333, 1.3434, 3.1528], [4.1915, 0.8685, 5.1181], [3.8403, -1.1318, 6.4786], [1.9999, -2.7035, 5.9899], [-0.0609, -3.1140, 3.9633], [0.0190, -0.0166, -2.2670], [0.6291, -1.2501, -2.8390], [2.2503, -1.5874, -2.4822], [3.1902, -2.0574, -3.4950], [4.1593, -2.9672, -2.7457], [4.2551, -2.2578, -1.4012], [2.7860, -1.9242, -1.1628], [-0.3881, -2.5354, -3.2898], [-1.7164, -2.7312, -2.7309], [-1.9456, -4.2441, -2.7029], [-0.9064, -4.7966, -3.6751], [0.2549, -3.8290, -3.4873], [0.9679, -0.8370, -4.5093], [1.7393, 0.3721, -4.6915], [0.7127, 1.4516, -5.0141], [-0.1962, 0.7008, -5.9773], [-0.1599, -0.7403, -5.4256], [3.7473, -1.1996, -3.9045], [2.6798, -2.5448, -4.3251], [5.1159, -3.0676, -3.2597], [3.7212, -3.9524, -2.5940], [4.8656, -1.3565, -1.4919], [4.6570, -2.8903, -0.6075], [2.6165, -1.0796, -0.4629], [2.2950, -2.8021, -0.7386], [-2.4467, -2.2215, -3.3793], [-1.7966, -2.3249, -1.7219], [-2.9683, -4.5150, -2.9746], [-1.7333, -4.5881, -1.6908], [-1.2718, -4.7579, -4.7030], [-0.6249, -5.8190, -3.4304], [0.9059, -3.7687, -4.3636], [0.8329, -4.1230, -2.6055], [2.4154, 0.2347, -5.5482], [2.3197, 0.6003, -3.8046], [1.1543, 2.3544, -5.4331], [0.1782, 1.7000, -4.0995], [0.2256, 0.7297, -6.9861], [-1.2084, 1.1038, -6.0259], [-0.0195, -1.4637, -6.2403], [-1.0913, -0.9881, -4.9171], [1.3635, 2.3955, 0.9687], [-1.2349, -3.5969, 0.1603], [0.1787, -3.2404, 0.0231], [0.7511, -2.9017, 1.3568], [0.2722, -1.9825, -0.8160], [0.9583, -4.3141, -0.5765], [3.1116, 1.7497, -1.8347], [4.3582, 1.2446, -0.8558], [4.1387, 0.8735, 0.4037], [5.1776, 0.6220, 1.3687], [6.4527, 0.1431, 0.6788], [6.7754, 1.0679, -0.4920], [5.6188, 1.1428, -1.3554], [3.1721, 1.0307, 0.7372], [4.8029, -0.1319, 2.0643], [5.3820, 1.5381, 1.9407], [6.3080, -0.8690, 0.3027], [7.2747, 0.1347, 1.3952], [7.6155, 0.6743, -1.0705], [7.0523, 2.0647, -0.1176], [5.7407, 1.4966, -2.2908]], "forces_ev_per_angstrom": [[-1.2, 1.8, 1.5], [-0.1, -0.1, 0.3], [0.5, -0.1, -0.6], [0.1, 0.0, 0.0], [0.0, 0.3, 0.1], [0.6, -0.9, 0.3], [-0.7, 0.3, -0.2], [0.0, -0.1, -0.1], [0.1, 0.0, 0.0], [-0.1, 0.0, -0.1], [-0.1, 0.0, 0.0], [0.6, 0.4, 0.0], [-0.1, -0.3, 0.1], [-0.4, 1.2, 1.1], [-0.4, 0.1, -1.2], [0.3, -0.3, 0.4], [0.0, 0.0, 0.0], [0.1, 0.0, 0.0], [0.1, -0.1, 0.1], [0.0, -0.1, 0.0], [0.3, 0.6, 0.0], [-0.2, 0.0, -0.4], [-0.1, 0.3, 0.1], [0.2, -0.1, -0.1], [-0.6, 0.1, -0.1], [0.1, -0.1, -0.2], [0.1, 0.1, 0.2], [0.1, 0.0, 0.1], [0.1, 0.0, 0.0], [0.0, 0.1, -0.1], [-0.1, 0.0, 0.0], [0.1, 0.0, 0.0], [0.0, 0.0, -0.1], [0.0, 0.1, 0.0], [0.1, 0.0, 0.1], [0.0, -0.1, 0.1], [0.0, 0.1, -0.1], [-0.2, 1.0, 1.9], [1.5, -1.0, -3.1], [-1.1, -0.4, 0.1], [0.3, 0.0, -0.6], [0.0, 0.2, 0.0], [-0.1, 0.1, 0.0], [0.0, 0.3, 0.9], [0.3, 0.4, 0.7], [-0.6, 0.4, -0.1], [0.0, 0.0, 0.0], [0.0, 0.2, 0.0], [0.5, -0.3, -0.3], [-0.2, -0.2, 1.1], [0.3, 0.4, -0.1], [0.1, 0.0, -0.1], [0.0, 0.0, 0.0], [-0.4, -0.3, -0.4], [-0.1, -0.1, 0.0], [0.1, 0.0, 0.1], [0.0, 0.0, -0.1], [-0.1, -0.1, -0.1], [0.0, 0.0, 0.0], [0.0, 0.1, 0.0], [0.3, -0.3, -0.2], [0.6, 0.3, -0.2], [0.0, 0.0, 0.1], [-0.1, 0.0, -0.1], [0.0, 0.0, 0.0], [-0.1, -0.1, -0.1], [0.0, 0.0, -0.1], [0.1, -0.1, -0.1], [0.0, -0.1, 0.0], [0.0, 0.0, -0.3], [0.1, 0.1, 0.0], [0.1, 0.0, -0.1], [0.0, 0.1, 0.0], [0.0, 0.1, 0.1], [0.0, 0.0, 0.0], [0.0, 0.0, 0.0], [-0.2, 0.0, 0.0], [0.0, 0.0, -0.1], [-1.0, -2.1, -0.8], [-0.1, 0.1, -0.1], [0.6, -2.0, 1.2], [0.1, -0.4, -0.8], [-0.2, 0.6, 0.6], [-0.2, 0.0, -0.1], [-0.1, 0.1, -0.6], [-0.2, 0.0, -0.3], [-0.1, -0.1, 0.1], [0.3, -0.2, 0.2], [-0.1, 0.2, 0.0], [0.2, -0.1, 0.3], [0.3, 0.1, 0.2], [0.5, 0.3, -0.1], [0.1, 0.1, 0.0], [0.0, -0.1, 0.0], [0.0, -0.1, 0.0], [0.0, 0.0, 0.0], [0.0, 0.1, 0.1], [0.0, -0.1, 0.0], [-0.2, 0.0, 0.1]], "lowdin_spin": [0.902, 0.000, 0.000, 0.001, 0.001, 0.028, 0.002, 0.000, 0.000, 0.000, 0.000, 0.001, 0.000, 0.000, -0.001, 0.001, 0.001, 0.000, 0.000, 0.000, 0.000, 0.000, 0.000, 0.000, 0.000, 0.000, 0.000, 0.000, 0.000, 0.000, 0.000, 0.000, 0.000, 0.000, 0.000, 0.000, 0.000, 0.004, 0.001, 0.001, 0.000, 0.000, 0.001, 0.009, 0.000, 0.000, 0.000, 0.000, 0.000, 0.000, 0.000, 0.000, 0.000, 0.000, 0.000, 0.000, 0.000, 0.000, 0.000, 0.000, 0.005, 0.000, 0.000, 0.000, 0.000, 0.000, 0.000, 0.000, 0.000, 0.000, 0.000, 0.000, 0.000, 0.000, 0.000, 0.000, 0.000, 0.000, 0.032, 0.000, 0.001, 0.001, 0.012, 0.000, -0.008, 0.000, 0.003, 0.000, 0.000, 0.000, 0.000, 0.001, 0.000, 0.000, 0.000, 0.000, 0.000, 0.000, 0.000]}

***

Which formula does entry 1 have? C32H47F4N5O12